Computed, not measured: the molecule C4H5NO at a distorted geometry, with wB97M-V/def2-TZVPD.

XYZ file:
```
11
Properties=species:S:1:pos:R:3:mulliken_charge:R:1
C 1.275 -0.057 0.948 -1.189
C 0.297 -0.601 -0.041 0.356
O -1.011 -0.916 0.446 -0.423
C -0.900 -0.007 -0.613 0.142
C -1.532 1.301 -0.647 -0.090
N -2.216 1.874 -1.384 -0.440
H 1.612 -0.900 1.561 0.284
H 2.147 0.365 0.441 0.313
H 0.822 0.693 1.599 0.347
H 0.691 -1.358 -0.724 0.354
H -1.184 -0.394 -1.586 0.345
```

Output
maximum force: 1.5 eV Å⁻¹
frontier orbital gap: 11.3 eV
energy above the lowest of the compared OMol25 structures with the same formula, charge and spin: 235.0 kJ/mol
SMILES: C[C@H]1O[C@H]1C#N